Entry 1:
86
Properties=species:S:1:pos:R:3:forces:R:3 method="wB97M-V/def2-TZVPD" fmax_ev_per_a=5.4 total_energy_ev=-46797.7416 lumo_ev=-1.3 smiles=c1ccc(Cc2cccc3nsnc23)cc1.CCCCCC.CCCCCC.CCCCCC gap_ev=7.4
C 0.40196 6.67847 1.55586 2.1 -2.7 -1.6
C 0.20594 5.23289 2.09002 2.4 1.2 -2.9
C 0.99941 4.02640 1.42582 0.3 3.0 -1.1
C 1.95944 4.22679 0.22097 -2.0 3.2 1.3
C 2.78836 3.09039 -0.55080 0.0 0.0 0.8
C 2.40352 1.57875 -0.18849 -1.6 -2.9 0.6
C 0.98436 0.99688 0.01557 4.0 -1.4 0.1
C 0.78438 -0.57494 0.36099 4.2 0.2 -0.3
C 2.01266 -1.52880 0.45348 -1.1 2.8 -0.4
C 3.48011 -0.97540 0.24072 0.0 1.6 -0.4
N 4.75258 -1.66064 0.27119 -2.6 4.0 -0.6
S 5.91480 -0.45478 -0.05636 -3.1 0.4 0.2
N 5.02222 0.98085 -0.27069 -3.5 -3.9 1.1
C 3.62969 0.56478 -0.06673 0.8 -0.1 -0.2
C 2.14146 5.71623 -0.29716 -2.0 -0.6 2.7
C 1.39572 6.91567 0.36662 -0.1 -3.7 0.7
H -0.11628 7.60263 2.01151 0.8 -1.9 -0.7
H -0.52005 5.08263 2.96967 1.4 0.0 -1.6
H 0.84173 2.99251 1.87775 0.3 1.6 -0.8
H 3.89829 3.24051 -0.25106 -1.8 -0.4 -0.5
H 2.74250 3.26434 -1.69663 -0.1 -0.3 1.9
H 0.06628 1.66777 -0.05869 1.5 -1.0 0.1
H -0.28980 -0.96284 0.54173 2.1 0.6 -0.4
H 1.90641 -2.65819 0.67009 0.0 2.2 -0.4
H 2.87875 5.88588 -1.17290 -1.5 -0.2 1.6
H 1.60884 7.95479 -0.07390 -0.5 -1.8 0.9
C 1.98071 0.15660 -3.80558 0.0 0.2 0.1
C 0.87576 -0.75400 -3.28855 0.1 -0.2 -0.2
C 0.35379 -1.73354 -4.34997 -0.1 0.0 0.1
C -0.29340 -1.09310 -5.58300 0.2 0.0 0.0
C -1.47730 -0.17359 -5.29631 -0.1 0.0 -0.1
C -2.65360 -0.88574 -4.64085 -0.1 0.2 0.1
H 1.62365 0.80967 -4.60612 0.1 0.0 0.0
H 2.35010 0.79507 -2.99809 0.0 0.0 -0.1
H 2.82318 -0.42779 -4.18594 0.0 0.0 0.0
H 0.05622 -0.14870 -2.88769 0.0 0.0 0.0
H 1.27137 -1.33025 -2.44560 -0.1 0.0 -0.1
H -0.36203 -2.41436 -3.87678 0.0 0.0 0.0
H 1.18699 -2.36167 -4.68791 0.0 0.0 0.0
H -0.62360 -1.89423 -6.25545 0.0 0.1 0.0
H 0.46387 -0.52997 -6.13847 0.0 0.0 0.0
H -1.81910 0.25575 -6.24458 0.1 0.0 0.1
H -1.16253 0.66984 -4.67352 0.0 0.0 0.0
H -3.00379 -1.71693 -5.25909 0.0 0.0 0.1
H -3.48542 -0.18768 -4.51035 0.0 -0.1 0.0
H -2.38956 -1.27473 -3.65413 0.0 0.0 -0.1
C -6.76702 0.16690 -0.68984 -0.1 0.0 0.2
C -6.56363 1.66543 -0.86591 0.0 0.0 -0.1
C -5.38871 2.01649 -1.78001 0.0 0.1 0.0
C -4.01403 1.55071 -1.29165 0.0 -0.2 -0.1
C -3.59284 2.05753 0.08289 0.1 0.0 -0.1
C -3.46525 3.56785 0.14812 0.0 0.2 0.2
H -5.91169 -0.30078 -0.19588 0.0 0.0 -0.1
H -7.64938 -0.02300 -0.07259 0.1 -0.1 -0.1
H -6.91901 -0.32320 -1.65546 0.0 0.0 0.1
H -6.44078 2.13717 0.11408 0.0 0.0 0.0
H -7.47595 2.09005 -1.29889 0.1 0.0 0.1
H -5.37353 3.10120 -1.93039 0.0 0.0 0.0
H -5.56798 1.57946 -2.76990 0.0 0.0 0.1
H -3.26275 1.86570 -2.02632 0.0 0.0 0.0
H -3.98224 0.45599 -1.28210 0.0 0.0 -0.1
H -2.61950 1.61733 0.32854 -0.1 0.0 0.0
H -4.28885 1.70942 0.85267 0.0 0.0 0.0
H -2.75144 3.92936 -0.59721 -0.1 0.0 0.0
H -3.10501 3.86780 1.13608 0.0 0.1 -0.1
H -4.42359 4.06549 -0.02006 0.1 0.0 0.0
C 4.12589 -2.87053 3.76664 0.2 0.0 0.1
C 3.65358 -4.28717 3.47129 -0.1 0.0 -0.1
C 2.13583 -4.45377 3.56307 0.0 -0.2 0.0
C 1.52674 -4.18227 4.94175 0.0 0.1 0.0
C 2.08092 -5.03580 6.08386 -0.1 0.0 0.0
C 1.83296 -6.52663 5.90108 0.1 -0.1 0.1
H 3.89913 -2.57597 4.79444 0.0 0.0 -0.1
H 5.20890 -2.80024 3.63382 -0.1 0.1 0.0
H 3.65546 -2.15251 3.08921 0.0 0.0 0.1
H 4.15731 -4.98997 4.14237 -0.1 0.0 0.0
H 3.96880 -4.55241 2.45604 0.0 0.0 0.1
H 1.87457 -5.46812 3.24274 0.0 0.0 0.0
H 1.66164 -3.77957 2.83920 0.0 0.0 0.1
H 0.44325 -4.33975 4.87592 0.1 0.0 0.0
H 1.66029 -3.12571 5.19654 0.0 0.0 0.0
H 1.60160 -4.71646 7.01584 0.1 0.0 -0.1
H 3.15259 -4.85408 6.21233 0.0 0.0 0.0
H 0.76472 -6.73556 5.79648 0.1 0.0 0.0
H 2.20101 -7.07847 6.77044 -0.1 0.0 -0.1
H 2.34945 -6.91613 5.02023 -0.1 0.0 0.0

***

Entry 2:
101
Properties=species:S:1:pos:R:3:forces:R:3 method="wB97M-V/def2-TZVPD" fmax_ev_per_a=0.5 total_energy_ev=-142290.4337 lumo_ev=-1.7 gap_ev=5.0 relative_energy_kj_mol=493.3
Sc -0.18934 -0.15747 2.24057 0.0 -0.3 0.3
N -1.59543 -2.08700 2.22299 0.1 -0.1 0.0
C -2.78533 -1.72732 1.44141 0.0 0.0 0.0
C -3.91384 -2.73925 1.45339 0.0 0.0 0.0
C -3.46651 -4.14526 1.05371 0.0 0.0 0.1
C -3.00683 -4.35705 -0.38995 0.0 0.0 -0.1
N -1.93474 -3.49866 -0.91036 0.0 0.0 0.0
C -0.57071 -3.60409 -0.53393 0.0 0.0 0.1
N 1.42502 -2.82601 -0.82037 0.0 0.0 0.0
N -0.38246 -4.60316 0.48324 0.0 0.0 -0.1
C -3.15624 -0.30909 1.86916 0.0 0.1 0.0
O -4.30001 0.05675 2.00039 0.0 0.0 0.0
O -2.08734 0.43946 2.00671 -0.1 0.0 0.0
H -1.25737 -3.01741 1.99971 -0.1 0.0 0.0
H -1.77849 -2.08985 3.22667 0.0 0.0 0.0
H -2.44431 -1.61162 0.41199 0.0 0.0 0.0
H -4.70264 -2.37676 0.78910 0.0 0.0 0.0
H -4.35659 -2.77704 2.45245 0.0 0.0 0.0
H -4.31011 -4.82789 1.19028 0.0 0.0 0.0
H -2.69554 -4.50337 1.73888 0.0 0.0 0.0
H -3.85413 -4.16028 -1.05063 0.0 0.0 0.0
H -2.76846 -5.41987 -0.51363 0.0 0.0 0.0
H -2.07982 -3.20159 -1.85985 0.0 0.0 0.0
H 1.95175 -2.08308 -1.28250 0.0 0.0 0.0
H 2.04895 -3.36855 -0.22278 0.0 0.0 0.0
H -0.44567 -5.55763 0.15986 0.0 0.0 0.0
H 0.39231 -4.46792 1.12046 0.0 0.0 0.0
C 0.52554 3.95777 -0.95414 0.1 0.0 0.0
Sb -0.50570 2.26253 -0.11393 -0.1 0.1 -0.1
C 0.92965 1.60903 1.33695 0.2 0.2 -0.1
C 2.33184 1.50636 0.81887 0.0 0.0 0.1
C 2.95311 0.27777 0.53881 0.0 0.0 0.0
C 4.28970 0.22094 0.19770 0.0 0.0 0.0
C 5.01307 1.39995 0.09518 0.0 0.0 0.0
C 4.33374 2.57696 0.35450 0.0 0.0 0.0
N 3.04974 2.63910 0.70030 0.0 0.0 0.0
Si 0.91236 2.89196 2.75896 0.0 0.0 -0.1
C 1.35085 4.69263 2.41894 0.0 0.1 0.1
C -0.81403 3.05259 3.48950 -0.1 0.0 0.0
C 2.18943 2.27189 3.98717 0.1 0.0 0.0
C -0.40818 0.85773 -1.93755 0.0 0.0 0.1
C -0.26438 -0.55885 -1.55003 0.1 0.0 -0.3
C -0.29538 -1.50749 -2.72848 0.0 0.2 0.1
C 0.04613 -2.78821 -2.82937 0.0 -0.1 0.0
C 0.49050 -3.64114 -1.68918 0.1 0.0 0.0
C 0.20334 -2.32680 -0.02450 0.0 0.1 0.0
N -0.11902 -0.96748 -0.32370 -0.1 0.0 0.1
Si 0.86919 1.37245 -3.29818 -0.1 0.0 0.1
C 2.60245 1.46033 -2.62762 0.1 0.0 0.0
C 1.08810 0.18685 -4.75951 0.1 0.0 -0.1
C 0.38684 2.96464 -4.15681 0.1 0.0 -0.1
Si -2.20405 1.12612 -2.64233 0.1 0.0 0.1
C -3.40508 0.20717 -1.55208 -0.1 0.0 0.0
C -2.68504 2.93160 -2.70729 0.0 0.0 0.0
C -2.47081 0.48363 -4.39518 -0.1 0.0 -0.1
H 0.82511 4.54141 -0.08585 0.0 0.0 0.0
H -0.16916 4.54705 -1.55100 0.0 0.0 0.0
H 1.42399 3.73565 -1.52088 0.0 0.0 0.0
H 2.40178 -0.63567 0.69397 0.0 0.0 0.0
H 4.77188 -0.73801 0.03880 0.0 0.0 0.0
H 6.06394 1.41062 -0.15890 0.0 0.0 0.0
H 4.85079 3.53003 0.28970 0.0 0.0 0.0
H 0.55337 5.24112 1.91155 0.0 0.0 0.0
H 2.27790 4.80327 1.86031 0.0 0.0 0.0
H 1.47327 5.16296 3.40137 0.0 0.0 0.0
H -1.42483 3.69428 2.84650 0.0 0.0 0.0
H -0.71231 3.55972 4.45421 0.0 0.0 0.0
H -1.37925 2.14121 3.66278 0.0 0.0 0.0
H 3.17569 2.66425 3.72403 0.0 0.0 0.0
H 2.26239 1.18225 4.01837 0.0 0.0 0.0
H 1.94955 2.61003 4.99856 0.0 0.0 0.0
H -0.64319 -1.03555 -3.63103 0.0 0.0 0.0
H -0.06112 -3.27883 -3.78930 0.0 0.0 0.0
H 0.90228 -4.60415 -1.98158 0.0 0.0 0.0
H 0.43094 -2.41217 1.02776 0.0 0.0 0.0
H 2.94013 0.47165 -2.30654 0.0 0.0 0.0
H 2.74680 2.13204 -1.78623 0.0 0.0 0.0
H 3.26406 1.77735 -3.43980 0.0 0.0 0.0
H 1.59647 -0.74214 -4.49677 0.0 0.0 0.0
H 1.75323 0.72855 -5.44053 0.0 0.0 0.0
H 0.18688 -0.05579 -5.32388 0.0 0.0 0.0
H 0.19892 3.81196 -3.50683 0.0 0.0 0.0
H -0.47668 2.82618 -4.81021 0.0 0.0 0.0
H 1.23376 3.22310 -4.80068 0.0 0.0 0.0
H -3.42310 0.60950 -0.53776 0.0 0.0 0.0
H -3.18640 -0.86375 -1.50025 0.0 0.0 0.0
H -4.41321 0.31631 -1.96188 0.0 0.0 0.0
H -2.78247 3.38299 -1.72084 0.0 0.0 0.0
H -3.67268 2.96551 -3.17919 0.0 0.0 0.0
H -2.01453 3.54272 -3.30984 0.0 0.0 0.0
H -2.44757 -0.60434 -4.48801 0.0 0.0 0.0
H -1.79329 0.90830 -5.13611 0.0 0.0 0.0
H -3.48233 0.79553 -4.67406 0.0 0.0 0.0
O 3.96616 -1.80876 7.65635 0.0 0.0 0.0
C 3.20069 -1.64490 6.74469 0.0 -0.1 0.0
S 1.68072 -0.74493 6.86728 0.0 0.0 0.0
C 1.14475 -0.98635 5.21524 -0.1 0.1 0.0
C 1.96113 -1.69675 4.42126 0.0 0.0 -0.1
S 1.65103 -2.05290 2.73120 0.0 0.0 0.1
S 3.45290 -2.29715 5.11338 0.0 0.0 0.0
S -0.38839 -0.25240 4.77669 0.2 0.0 -0.1